Entry 1:
Entry from the Open Molecules 2025 dataset: a cluster of 4 separate species, C33H78BO16P3S in total (ωB97M-V/def2-TZVPD).

ORCA input file:
```
! RIJCOSX wB97M-V def2-TZVPD def2/J DEFGRID3
* xyz 0 1
C 2.7829 3.0914 2.4462
H 3.4924 2.2028 11.8658
H 0.9734 4.2147 -1.9982
H 3.5056 0.7502 1.3654
O -3.2148 1.8733 2.5246
C 5.4704 1.5718 0.8067
H -5.3871 -2.7382 -0.2514
O 3.3354 3.7541 8.3190
C 1.2315 2.5872 7.9580
H 4.9836 1.5564 -0.2168
H -0.3895 -6.5391 -9.8346
C -3.9537 -4.2248 0.3329
H -3.5735 -4.4612 -4.6614
H 3.5323 4.9031 10.4665
P -6.0534 -6.0664 -1.2906
C 2.2140 3.6280 7.4532
H 7.1542 0.3244 2.9880
H 0.3955 0.2373 -9.1204
O -6.7954 -6.2437 -2.7660
H 0.4523 -1.3178 -9.8957
P -1.4763 -2.6540 -7.9591
H -0.6646 -0.0121 1.7316
H -4.7290 -1.4154 -8.6538
B -4.0400 1.6996 1.3770
C -4.0340 -4.5989 -3.6797
O -2.7868 -2.0035 -8.7344
H -0.0787 4.8751 0.0632
H -6.0772 -4.0490 0.7056
H 3.0467 4.5419 12.1181
C 4.4273 1.0929 1.9130
C -0.2210 -0.6252 -9.3904
O -2.1615 -3.9846 -7.6368
H -8.0140 -7.7682 -2.0255
H 0.5914 3.3864 0.8579
H -9.1817 -5.7292 -3.9900
C 4.0933 2.3062 2.9142
C -4.2319 -6.0730 -3.3942
H 1.5353 5.6075 2.0552
O -4.5547 -6.3762 -2.0385
H 7.0999 2.1808 8.1257
H -3.2819 -6.5804 -3.5863
H 7.6275 5.1294 8.7641
O -3.6437 1.0580 0.1504
O -0.6304 -3.2379 -9.2635
C -1.3110 -0.1400 -10.3237
C 3.0816 4.1397 11.1030
H -3.6398 -3.6724 1.2213
C -5.5428 2.3295 1.4428
H -10.0868 -6.8764 -2.9844
H -0.8801 0.4504 -11.1356
H 7.2793 2.0801 2.5055
H -3.2760 0.4156 -7.7151
S -3.2646 -0.5603 0.3555
H 2.5474 3.3887 6.4390
H 5.0023 2.9591 3.0123
H 6.5216 -0.4195 0.7971
H 8.5153 4.1154 7.6110
H -3.2383 -4.0350 -0.4694
H -3.9082 -5.2952 0.5583
C -3.9187 -1.6352 -7.9555
H -2.8623 -0.6233 -6.3582
C 7.5365 4.3010 8.0581
H -1.8367 -5.5177 -9.7475
C -3.6368 -0.4120 -7.1025
O -1.6526 -0.6685 -0.0790
H 2.5857 4.4305 -1.1570
H -3.3950 -4.1316 -2.9269
C 6.7914 0.6727 0.8214
H 1.0149 -4.4152 -9.5778
H 1.3902 0.4212 0.6636
C 0.6041 0.2639 -0.1229
C 7.5450 1.0238 2.1984
H 0.6046 0.9673 -2.2256
C -0.8122 0.2608 0.6431
C 0.0024 -4.5161 -9.1767
H 6.8525 4.6327 7.2750
P 4.4339 2.5159 8.3691
H 0.3386 2.5646 7.3294
H 4.7849 0.2064 2.5181
C -5.3549 -3.8168 -0.0823
H -0.6994 -5.2942 -11.0594
H 0.0981 -4.8380 -8.1378
C 3.2275 4.2928 1.5019
H 2.5418 2.0751 -0.1962
H -7.8009 -7.7172 -3.7705
H 2.1407 3.4364 3.3162
H -4.9447 -6.5177 -4.0887
H 3.7640 3.9154 0.5813
H 0.9321 2.7998 8.9853
H 3.9905 4.9231 2.0584
C 1.9292 2.3421 -1.1034
O -5.7431 -4.4400 -1.3006
C 1.9388 5.1653 1.1034
H -3.5063 1.1803 3.1518
H 5.7371 2.6537 1.0039
H 3.8678 1.9188 3.9596
H -1.1683 1.3265 0.6259
H -5.7648 2.7704 2.4627
C -9.1906 -6.2541 -3.0321
H 1.6812 1.5891 7.9535
H -6.3329 1.6105 1.0943
O 4.9991 2.8331 6.9796
H -4.9849 -4.0629 -3.6886
C 0.8718 4.3143 0.2807
H 2.0581 3.9795 10.7574
H 8.6632 0.9482 2.1125
C 1.5844 3.8968 -1.1072
C 3.8788 2.8520 11.0746
H 2.6007 2.1714 -2.0059
C 7.0186 3.0626 8.7644
H 1.7264 4.6046 7.4180
H -9.2564 -5.4880 -2.2577
H -1.8486 -0.9738 -10.7784
H 7.4491 0.8752 -0.0757
H 0.6883 -0.7512 -0.6158
H 4.9243 3.0290 11.3275
O -0.6917 -1.1544 -8.1530
C -7.9371 -7.0947 -2.8815
O -3.3238 -0.9691 1.7952
H -4.2375 -2.4773 -7.3344
C -0.7740 -5.5298 -9.9955
O -7.3566 -6.0208 -0.4888
H -4.5398 -0.0928 -6.5776
O 3.7468 2.0989 9.8711
H -0.2749 2.1240 -1.1305
H 2.2593 6.0041 0.4080
H 7.6182 2.8696 9.6586
H -5.5454 3.2256 0.7378
H 2.1467 2.3228 1.9038
H -2.0399 0.4772 -9.7943
O 5.6683 3.2732 9.1819
C 0.6250 1.4364 -1.1930
*
```

Calculated values
HOMO-LUMO gap = 7.86 eV
energy = -3954.97094 hartree

Entry 2:
Entry from the Open Molecules 2025 dataset: a structure of composition C33H78N10O13SZn (ωB97M-V/def2-TZVPD).

ORCA input file:
```
! RIJCOSX wB97M-V def2-TZVPD def2/J DEFGRID3
* xyz 0 1
O 0.0013 -1.6494 -5.3861
N -0.6526 -0.5145 -3.5865
C 0.2769 -1.1196 -4.3230
H 0.1795 3.8036 3.4834
O 0.4773 1.2116 -1.6714
C -2.0593 -0.5765 -3.8277
H -0.2666 2.5919 -2.5781
H -2.5361 -1.3129 -3.1808
H 1.8023 -0.6170 5.3865
H -3.8992 1.9898 1.5120
H 5.5272 -2.2306 -1.5208
C -6.4505 1.2958 -1.8531
H -2.3964 1.7084 -1.4134
C 3.4754 2.5143 3.7243
H -0.9533 -2.2316 -1.8757
C 3.5771 -1.5694 4.2058
H -3.4956 0.0268 -0.5283
S 0.7533 0.7400 -0.3088
C -0.9810 4.4243 -2.3740
H 1.9792 -0.0531 -3.8165
C -1.0253 3.1323 -4.4581
C -0.0971 -3.5479 5.2412
H 2.8350 -4.4509 -0.6111
H -7.4592 1.3100 -1.4402
O -1.7042 5.3072 -2.7801
H -2.0499 3.2492 -4.8110
C -0.2388 -4.2489 3.9130
C -6.5796 0.8201 -3.2614
H -0.3904 3.8066 -5.0329
H -0.1549 5.4125 -0.7802
H 4.2183 -3.2330 -2.2020
O 1.5921 -0.4857 -0.3169
C -1.8957 -4.9652 -0.4742
H -0.3862 0.1256 -2.8520
H -2.5394 -2.3969 2.3097
H -3.5388 -6.3121 -0.1441
C 2.0404 -3.6655 1.1762
H -0.6205 1.9594 1.4837
C 6.4630 2.5344 1.3153
H -0.3757 0.3578 5.1659
H 3.5797 2.8610 -4.4554
H -2.8708 -3.6940 -1.6500
H 3.6834 1.8717 4.5798
H -0.9457 -1.8163 1.9737
H -4.5348 -1.5611 0.7271
N 2.9816 -3.7142 0.0639
O -2.6373 3.8423 2.8473
H -5.8226 -0.6634 1.5273
H 6.2008 2.3518 -1.6419
C -1.5133 -2.4265 2.6762
C 3.0295 3.0093 -3.5263
H -1.4701 -1.8473 3.5986
C -6.1027 -0.7856 -0.6473
C 3.9129 -2.7467 -0.1432
H 7.0927 2.9770 2.0871
C -4.0786 0.5322 -1.2981
H 5.6047 2.8711 -3.1698
H 1.6266 -1.4788 -2.7961
H -2.2280 -7.0576 -0.9723
H 6.2250 3.3636 0.6492
H 1.0181 3.6468 1.8550
H -0.1775 0.1734 3.4302
H -1.6996 -1.6555 -0.4792
O 4.0302 -1.7473 0.5685
O 4.6215 1.0267 1.5057
O 0.1300 -5.3972 3.8363
C -2.1189 2.8453 2.3606
H -0.7578 -2.7121 5.4712
H -1.5332 4.4093 -0.3317
H 5.3676 3.4512 3.2996
H -6.1289 -2.2879 0.8653
H 2.9715 3.4596 3.9255
H 3.2417 4.0141 -3.1609
C 4.3093 1.5491 -1.9903
N -0.6982 3.3473 -3.0912
H -3.2624 -5.8777 -1.8531
H 2.3007 -1.6622 -4.4711
H 0.8973 -3.1192 5.3654
C -3.4692 1.9013 -1.4049
C 0.3329 0.4727 4.3457
H -2.2583 -0.9079 -4.8469
H -7.1887 -0.7394 -0.5663
H -0.9496 -4.3972 2.0474
H 1.2564 -4.4221 1.1427
C 5.1962 1.9949 1.9771
H -0.2788 -4.1985 6.0967
H -3.6121 2.4658 -0.4835
N 4.7878 2.6578 3.0664
H 5.4814 -3.8963 -1.2192
H 7.0401 1.7864 0.7716
N -0.8763 2.7275 2.0877
H -2.5265 0.3990 -3.6928
Zn 3.0989 0.1529 0.5622
H 3.2530 -2.4460 4.7666
H -3.9555 -0.0072 -2.2373
H -3.7172 2.4247 -2.3283
O -0.3858 0.5352 0.5578
C -0.6095 4.4304 -0.9100
C 2.4394 -0.7137 3.6283
H -5.8643 -1.5462 -1.3907
H 2.5860 -3.8527 2.1010
H -7.2983 1.4642 -3.7680
C -1.2496 -2.5635 -0.8806
C 1.6449 -1.0905 -3.8145
O -1.0754 -5.1385 0.3938
H 1.5155 -2.7122 1.2376
H 1.9793 2.9878 -3.8174
H -0.2427 4.8114 2.1448
H -0.3140 -2.7095 -0.3407
H -3.2940 1.0774 2.9532
H 4.1914 -0.9961 4.9001
O 1.8022 1.5441 0.2958
C 5.6406 2.0043 -2.5099
C -5.6032 -1.3464 0.7066
H 6.1056 1.0960 -2.8931
H 4.2206 -1.9222 3.3998
N 1.5847 -0.2866 4.4572
N 3.1982 2.0525 -2.4458
H -6.8895 -0.2245 -3.2920
N -0.8909 -3.7638 2.8319
H 0.3890 1.5608 4.3130
C 4.8207 -3.0348 -1.3154
N -5.5669 0.5650 -0.9315
H -0.6652 2.1342 -4.7074
H 2.8187 1.9585 3.0551
C 0.0857 3.8032 2.3974
H 0.0528 3.6403 -0.5562
H 2.3407 1.6620 -2.0819
O 2.3932 -0.4399 2.4195
H -5.6576 0.9473 -3.8289
C -2.7823 -6.1215 -0.9053
H -6.1936 2.3518 -1.9358
O 4.1532 0.6379 -1.1406
C -3.0240 1.6426 2.0612
N -2.1002 -3.7462 -0.9993
H -2.5657 0.8410 1.4820
*
```

Calculated values
HOMO-LUMO gap = 7.82 eV
ΔE to the lowest compared entry with this formula, charge and spin = 239.7 kJ/mol
energy = -5007.58534 hartree

Entry 3:
Entry from the Open Molecules 2025 dataset: a cluster of 9 separate species, C33H80F6N8O5P in total (ωB97M-V/def2-TZVPD).

ORCA input file:
```
! RIJCOSX wB97M-V def2-TZVPD def2/J DEFGRID3
* xyz -1 1
F -10.9221 6.9658 7.4836
C -8.0227 2.0449 5.6061
N -10.8600 2.6315 3.1567
H -5.0024 0.3956 9.2404
H -12.9091 8.9063 7.3483
C -7.2322 3.3043 10.2991
H -6.1496 2.0234 12.3162
O -5.7111 4.6797 4.9252
H -10.2672 4.1807 4.5477
H -11.7179 8.1301 14.0845
H -12.8827 7.8076 2.4067
H -10.7240 1.9422 7.8780
H -12.5284 0.6501 1.9213
H -8.0450 1.8831 6.6885
C -13.1873 2.5762 4.2968
H -12.2449 -0.9011 10.0460
C -12.0113 7.2503 11.1164
H -7.6737 -1.0871 9.2013
C -9.8879 9.0502 2.1835
H -9.9756 8.9425 1.0939
H -7.4628 1.7672 8.7704
H -11.8752 7.9317 1.0233
N -6.5555 0.9110 10.5140
H -8.7329 4.0433 2.5580
F -9.5126 4.0457 7.3527
F -9.2391 5.9236 8.6286
H -10.5965 9.3082 13.4063
H -6.0368 0.9172 4.4155
F -11.3924 4.9956 6.4289
H -9.2777 5.5653 3.2546
H -10.7179 0.4877 1.8347
N -11.9799 0.3414 8.4559
H -11.4349 2.4104 5.1813
H -5.2821 1.3843 5.9103
H -4.7341 1.3698 11.5767
H -13.8077 11.4272 4.6043
C -10.6144 4.0314 3.5313
H -16.3186 11.2927 5.3145
C -14.7856 9.8300 6.7701
C -9.7796 7.1586 12.0145
N -11.0398 7.6778 12.1234
C -6.7811 2.0295 9.5765
C -15.7670 12.8338 8.7971
H -13.7963 13.0544 5.2950
H -16.3981 12.9575 9.6788
H -11.5385 4.6163 3.3983
C -14.4260 12.2924 4.8444
H -16.0966 12.8259 6.0571
F -11.3016 5.0186 8.6157
H -13.3241 3.6192 4.5912
H -12.9145 1.9473 7.6552
C -5.8000 1.1633 11.7449
N -14.9793 11.2695 7.0120
O -14.1863 0.3694 7.9434
H -8.8287 10.1947 6.9212
C -11.8634 7.6196 2.0743
C -15.9134 11.4761 8.1041
O -8.9091 7.4492 12.8222
C -11.7267 2.0510 4.1908
H -9.3634 8.8588 6.1489
H -13.6194 2.0180 5.1311
C -6.7200 4.0456 5.1425
H -5.5056 -0.9443 10.3924
H -8.3074 3.2727 10.4965
C -9.5816 4.7323 2.6192
C -15.5559 11.9107 5.8087
F -9.2473 6.0023 6.2639
C -10.6872 0.9835 8.3925
O -9.0467 9.6898 2.7717
H -11.5695 6.5697 2.0203
C -8.5190 9.1565 6.7733
H -15.7854 9.3832 6.8759
H -6.8804 -0.1806 7.8225
C -5.8194 -0.1206 9.7576
C -13.8372 9.2092 7.8211
O -6.0055 7.4287 5.0249
C -6.7471 -0.7998 8.7113
C -5.6879 1.7874 4.9746
C -11.2829 2.4883 1.7689
C -13.0966 0.9195 8.0073
H -11.0061 -1.5334 8.9810
N -10.8648 8.3492 2.8190
H -4.8870 2.3130 4.4575
H -13.7418 9.9387 8.6302
H -6.7065 3.4768 11.2314
H -12.0473 9.1793 4.3380
H -8.1790 1.0971 5.0882
H -9.9408 4.9329 1.6140
H -5.3178 9.9312 6.2372
H -11.7000 0.9757 4.0285
H -12.9102 6.8156 11.5620
H -6.8460 -0.6333 12.6112
H -11.7276 6.4915 10.3884
H -15.9127 13.7246 8.1824
C -11.9630 -1.0190 8.9965
H -14.4575 9.4989 5.7868
H -12.7080 -1.6343 8.4979
H -15.6448 10.7245 8.8557
H -12.2286 8.1456 10.5266
N -7.2684 9.0014 6.0654
H -7.6891 4.5178 5.3809
H -16.9902 11.3212 7.9354
H -12.1672 9.3025 12.8767
P -10.2522 5.4959 7.4391
N -6.7991 2.6865 5.1504
C -7.0771 7.9351 5.2507
H -14.7426 12.9205 9.1728
H -9.9788 0.3905 7.7945
H -10.0961 1.0205 9.3118
H -5.8572 2.2916 9.0364
H -8.5027 8.5532 7.6830
H -6.2509 -1.6725 8.2759
C -11.3793 8.5911 13.1525
H -13.7718 2.4958 3.3737
C -6.1607 9.5547 6.8151
H -14.9120 12.6174 3.9200
H -6.4774 10.2358 7.6017
H -10.4134 9.2846 4.6458
H -8.0247 7.5299 4.8800
H -9.6637 6.5292 11.1245
H -5.8007 0.1983 13.7481
H -5.1857 -0.7906 12.5166
H -7.1615 4.1655 9.6328
H -14.2648 8.4021 8.4202
C -11.1275 8.5887 4.2200
H -11.2013 7.6760 4.8101
H -12.1077 3.1678 1.5025
C -5.9481 -0.0167 12.6871
H -10.4253 2.7982 1.1712
H -8.9116 2.6251 5.3582
H -5.6636 8.7923 7.4405
H -11.6409 0.8226 0.4157
C -11.6045 1.0251 1.4894
*
```

Calculated values
HOMO-LUMO gap = 8.62 eV
ΔE to the lowest compared entry with this formula, charge and spin = 0.0 kJ/mol
energy = -3060.37524 hartree

Q: Which value of energy does entry 1 give?
A: -3954.97094 hartree

Q: energy of number 1 (C33H78BO16P3S)?
A: -3954.97094 hartree

Q: Among the records above, which one has the highest HOMO-LUMO gap?
A: C33H80F6N8O5P

Q: What is the HOMO-LUMO gap in the second record?
A: 7.82 eV